*P*
ORCA calculation (ωB97M-V with the def2-TZVPD basis set) on 3 unconnected molecules or ions with the total composition C2H11N2O2.

Structure (XYZ):
```
17
C2H11N2O2 | the Open Molecules 2025 dataset | ωB97M-V with the def2-TZVPD basis set
C -0.954 0.285 -0.694
C -0.555 1.183 0.231
N -1.405 1.921 0.994
N 0.008 -0.790 -1.054
H -1.724 0.343 -1.447
H 0.497 1.409 0.389
H -1.115 2.355 1.839
H -2.298 2.249 0.661
H -0.339 -1.284 -1.871
H 0.059 -1.537 -0.355
H 0.976 -0.425 -1.267
H 2.921 0.533 -1.917
H 3.305 -0.659 -0.993
O 2.636 -0.334 -1.606
H -1.020 -1.011 2.128
H -0.850 -2.338 2.670
O -0.384 -1.740 2.064
```

Calculated values
HOMO level ... -12.63 eV
Charge ... +1

Here are the natural (NBO) charges for atoms 1 to 5, given in e: -0.23 0.05 -0.79 -0.71 0.23

***

*Q*
ORCA calculation (ωB97M-V with the def2-TZVPD basis set) on 3 unconnected molecules or ions with the total composition C2H11N2O2.

Structure (XYZ):
```
17
C2H11N2O2 | the Open Molecules 2025 dataset | ωB97M-V with the def2-TZVPD basis set
C -0.245 0.063 2.310
N -0.445 -0.263 0.891
C -0.983 -1.443 0.635
N -0.663 -2.157 -0.419
H -1.116 -0.228 2.879
H 0.524 -0.544 2.834
H -0.117 1.157 2.565
H 0.202 0.018 0.149
H -1.816 -1.683 1.299
H 0.154 -1.911 -1.011
H -1.199 -2.989 -0.628
H 0.598 3.170 -1.853
H 2.022 3.513 -1.533
O 1.456 2.753 -1.714
H -0.105 -0.237 -2.240
H 1.000 0.775 -2.342
O 0.733 0.005 -1.823
```

Calculated values
HOMO level ... -15.00 eV
Charge ... +1

Here are the natural (NBO) charges for atoms 1 to 5, given in e: -0.44 -0.52 0.40 -0.72 0.22

***

*R*
ORCA calculation (ωB97M-V with the def2-TZVPD basis set) on 3 unconnected molecules or ions with the total composition C2H11N2O2.

Structure (XYZ):
```
17
C2H11N2O2 | the Open Molecules 2025 dataset | ωB97M-V with the def2-TZVPD basis set
C -0.256 0.862 1.463
N -0.021 -0.484 0.729
C 0.408 -1.571 1.392
N 0.013 -2.846 1.248
H -1.188 1.066 1.949
H 0.422 0.922 2.234
H -0.343 1.595 0.582
H 0.011 -0.832 -0.239
H 1.053 -1.426 2.288
H -0.010 -3.527 0.368
H 0.384 -3.426 2.073
H 0.208 3.438 -1.639
H -0.948 3.203 -2.595
O -0.115 2.829 -2.272
H 0.022 -0.708 -2.872
H 0.156 0.902 -2.528
O 0.205 0.004 -2.181
```

Calculated values
HOMO level ... -14.65 eV
Charge ... +1

Here are the natural (NBO) charges for atoms 1 to 5, given in e: -0.39 -0.54 0.41 -0.76 0.23

***

Stability summary - winner: *Q*; margin: 1.004 eV.

***

*P*
ORCA calculation (ωB97M-V with the def2-TZVPD basis set) on 2 unconnected molecules or ions with the total composition C4H12S2.

Structure (XYZ):
```
18
C4H12S2 | the Open Molecules 2025 dataset | ωB97M-V with the def2-TZVPD basis set
C -2.270 0.643 0.853
C -2.238 -0.748 0.214
S -2.333 -0.720 -1.617
H -2.181 0.465 1.926
H -3.252 1.080 0.684
H -1.496 1.312 0.491
H -1.361 -1.296 0.560
H -3.090 -1.339 0.550
H -2.346 0.617 -1.718
C 1.997 -0.886 -0.464
C 2.830 0.414 -0.438
S 2.570 1.360 1.094
H 0.961 -0.591 -0.634
H 2.196 -1.313 0.515
H 2.242 -1.556 -1.285
H 3.889 0.157 -0.478
H 2.639 1.094 -1.267
H 1.242 1.307 1.012
```

Calculated values
HOMO level ... -9.08 eV

Here are the natural (NBO) charges for atoms 1 to 5, given in e: -0.61 -0.50 -0.06 0.22 0.21

***

*Q*
ORCA calculation (ωB97M-V with the def2-TZVPD basis set) on 2 unconnected molecules or ions with the total composition C4H12S2.

Structure (XYZ):
```
18
C4H12S2 | the Open Molecules 2025 dataset | ωB97M-V with the def2-TZVPD basis set
C 1.119 -1.249 -1.551
C -0.405 -1.362 -1.608
C -1.096 -0.205 -0.905
H 1.445 -0.319 -2.017
H 1.589 -2.063 -2.107
H 1.506 -1.331 -0.543
H -0.701 -2.289 -1.094
H -0.709 -1.477 -2.648
H -2.181 -0.300 -0.989
H -0.883 -0.262 0.161
H -0.806 0.765 -1.302
C -0.328 0.854 2.618
S -0.562 2.494 1.873
S 0.950 2.582 0.473
H 0.249 0.220 1.954
H -1.314 0.402 2.756
H 0.148 0.967 3.593
H 1.980 2.574 1.335
```

Calculated values
HOMO level ... -8.83 eV

Here are the natural (NBO) charges for atoms 1 to 5, given in e: -0.60 -0.39 -0.60 0.20 0.20

***

*R*
ORCA calculation (ωB97M-V with the def2-TZVPD basis set) on 2 unconnected molecules or ions with the total composition C4H12S2.

Structure (XYZ):
```
18
C4H12S2 | the Open Molecules 2025 dataset | ωB97M-V with the def2-TZVPD basis set
C -1.029 0.835 -1.428
S -1.341 2.382 -2.263
C -0.677 3.648 -1.152
H -1.234 0.911 -0.348
H 0.028 0.551 -1.566
H -1.664 0.039 -1.852
H -1.001 3.520 -0.105
H -0.985 4.649 -1.495
H 0.423 3.586 -1.190
C 0.190 -1.907 0.049
S 0.204 -3.283 1.304
C 1.436 -2.626 2.481
H 1.193 -1.805 -0.399
H -0.076 -0.953 0.536
H -0.537 -2.105 -0.757
H 2.328 -2.260 1.944
H 1.753 -3.397 3.204
H 0.989 -1.785 3.036
```

Calculated values
HOMO level ... -8.51 eV

Here are the natural (NBO) charges for atoms 1 to 5, given in e: -0.77 0.19 -0.75 0.22 0.21

***

Stability summary - winner: *Q*; margin: 0.277 eV.

***

*P*
ORCA calculation (ωB97M-V with the def2-TZVPD basis set) on a single C3HF3S molecule.

Structure (XYZ):
```
8
C3HF3S | the Open Molecules 2025 dataset | ωB97M-V with the def2-TZVPD basis set
F 0.947 1.559 -1.851
C 1.056 0.318 -1.310
F 1.494 -0.512 -2.245
F 2.060 0.498 -0.347
C -0.294 -0.044 -0.696
C -1.461 0.153 -1.201
S -2.980 0.330 -1.484
H -0.349 -0.285 0.384
```

Calculated values
HOMO level ... -9.45 eV

Here are the natural (NBO) charges for atoms 1 to 5, given in e: -0.33 0.99 -0.30 -0.34 -0.53

***

*Q*
ORCA calculation (ωB97M-V with the def2-TZVPD basis set) on a single C3HF3S molecule.

Structure (XYZ):
```
8
C3HF3S | the Open Molecules 2025 dataset | ωB97M-V with the def2-TZVPD basis set
C -0.031 2.155 0.157
S 1.185 1.341 -0.558
C 0.114 0.152 -0.993
C -0.096 -1.019 -0.032
F -1.238 -1.694 -0.177
F 0.934 -1.814 -0.247
F 0.019 -0.651 1.235
H -0.888 1.530 0.615
```

Calculated values
HOMO level (spin up / spin down) ... -9.34 / -9.34 eV

Here are the natural (NBO) charges for atoms 1 to 5, given in e: -0.43 0.64 -0.34 0.87 -0.31

***

Stability summary - winner: *P*; margin: 5.303 eV.

***

*P*
ORCA calculation (ωB97M-V with the def2-TZVPD basis set) on a single C6H7ClO4 molecule.

Structure (XYZ):
```
18
C6H7ClO4 | the Open Molecules 2025 dataset | ωB97M-V with the def2-TZVPD basis set
O -0.641 3.868 0.911
C -0.809 2.516 0.895
O -1.063 1.873 2.225
C -0.948 0.434 1.874
C -1.120 0.289 0.249
Cl -2.874 -0.250 -0.106
C -0.265 -1.023 -0.246
C 0.965 -0.437 -1.397
C 2.295 -1.529 -1.624
O 2.366 -0.117 -0.784
O -0.820 1.619 -0.304
H -0.061 -0.142 2.382
H -1.962 -0.028 2.266
H 0.352 -1.558 0.592
H -0.896 -1.750 -0.927
H 0.562 0.205 -2.398
H 2.870 -1.505 -2.643
H 2.048 -2.463 -0.965
```

Calculated values
HOMO level ... -10.42 eV

Here are the natural (NBO) charges for atoms 1 to 5, given in e: -0.54 0.95 -0.47 -0.15 0.27

***

*Q*
ORCA calculation (ωB97M-V with the def2-TZVPD basis set) on a single C6H7ClO4 molecule.

Structure (XYZ):
```
18
C6H7ClO4 | the Open Molecules 2025 dataset | ωB97M-V with the def2-TZVPD basis set
C -3.349 -1.548 -0.254
C -2.741 -0.233 -0.006
O -3.376 0.674 0.315
O -1.342 -0.400 -0.103
C -0.648 0.585 -0.354
O -0.896 1.604 -0.823
O 0.610 0.270 -0.144
C 1.427 1.354 -0.069
C 2.681 1.107 0.226
C 3.203 -0.160 0.651
Cl 4.451 -0.757 -0.471
H -3.283 -2.019 -1.308
H -2.702 -2.319 0.342
H -4.374 -1.533 0.015
H 0.983 2.381 -0.397
H 3.318 1.962 0.068
H 2.440 -0.842 0.665
H 3.600 -0.126 1.646
```

Calculated values
HOMO level ... -9.53 eV

Here are the natural (NBO) charges for atoms 1 to 5, given in e: -0.74 0.80 -0.47 -0.50 0.98

***

Stability summary - winner: *Q*; margin: 5.816 eV.